# 1
{"formula": "C18H50Cl5O18", "method": "ωB97M-V/def2-TZVPD", "total_energy_ha": -4370.6802, "charge": -1, "elements": ["Cl", "O", "O", "O", "O", "C", "C", "O", "O", "H", "H", "H", "H", "H", "H", "C", "C", "O", "O", "H", "H", "H", "H", "H", "H", "C", "C", "O", "O", "H", "H", "H", "H", "H", "H", "C", "C", "O", "O", "H", "H", "H", "H", "H", "H", "C", "C", "O", "O", "H", "H", "H", "H", "H", "H", "C", "C", "O", "O", "H", "H", "H", "H", "H", "H", "C", "C", "O", "O", "H", "H", "H", "H", "H", "H", "Cl", "C", "C", "Cl", "H", "H", "H", "H", "Cl", "C", "C", "Cl", "H", "H", "H", "H"], "xyz": [[-0.627, -0.283, 1.434], [-2.092, -0.205, 1.212], [-0.149, 0.207, 2.734], [-0.316, -1.622, 1.286], [0.057, 0.434, 0.386], [-8.112, 0.767, -2.670], [-8.667, 0.261, -4.012], [-7.801, -0.583, -4.687], [-7.006, 1.620, -3.028], [-7.711, 0.057, -1.947], [-8.912, 1.399, -2.283], [-9.060, 1.037, -4.669], [-9.595, -0.272, -3.802], [-6.873, -0.377, -4.553], [-6.660, 2.025, -2.229], [-0.386, 2.227, 10.037], [0.977, 1.610, 9.766], [1.522, 2.192, 8.554], [-0.284, 3.626, 10.285], [-0.915, 1.651, 10.797], [-0.897, 2.167, 9.076], [0.957, 0.542, 9.548], [1.558, 1.752, 10.677], [0.949, 2.032, 7.801], [-0.073, 4.085, 9.469], [-1.829, -0.191, -5.449], [-2.185, 0.900, -6.417], [-2.620, 2.087, -5.797], [-3.002, -0.508, -4.731], [-1.044, 0.047, -4.732], [-1.456, -1.003, -6.073], [-2.961, 0.451, -7.038], [-1.339, 1.110, -7.071], [-3.255, 1.788, -5.142], [-2.984, 0.011, -3.924], [4.661, 4.612, -3.368], [5.357, 5.874, -4.006], [6.124, 6.585, -3.027], [3.430, 4.983, -2.681], [5.312, 4.162, -2.619], [4.439, 3.855, -4.120], [4.578, 6.525, -4.402], [6.038, 5.637, -4.824], [5.452, 7.004, -2.484], [2.993, 4.171, -2.412], [3.745, -4.793, -3.330], [3.737, -5.998, -4.333], [4.902, -6.312, -5.095], [3.907, -3.568, -3.984], [4.500, -4.919, -2.554], [2.745, -4.908, -2.912], [2.911, -5.735, -4.993], [3.593, -6.859, -3.680], [4.659, -6.858, -5.846], [4.611, -3.166, -3.470], [6.788, 0.816, 2.025], [6.573, -0.554, 1.356], [6.976, -0.430, 0.045], [8.143, 1.221, 2.290], [6.350, 0.921, 3.018], [6.245, 1.590, 1.482], [5.588, -0.996, 1.501], [7.349, -1.258, 1.658], [7.653, -1.094, -0.106], [8.395, 0.510, 2.885], [-1.439, 6.249, 1.736], [-2.309, 5.898, 0.547], [-3.713, 5.699, 0.923], [-0.126, 6.579, 1.361], [-1.450, 5.413, 2.435], [-1.854, 7.141, 2.205], [-1.856, 5.104, -0.047], [-2.245, 6.779, -0.092], [-4.125, 6.562, 1.010], [0.216, 5.990, 0.684], [-4.809, -7.482, -1.783], [-3.847, -6.066, -2.289], [-2.542, -6.402, -3.112], [-2.681, -7.486, -4.441], [-3.636, -5.455, -1.411], [-4.551, -5.455, -2.853], [-1.899, -6.836, -2.346], [-2.135, -5.468, -3.499], [-1.503, -4.867, 9.054], [-1.968, -5.212, 7.325], [-0.652, -5.377, 6.451], [0.277, -6.746, 7.023], [-2.489, -4.318, 6.982], [-2.654, -6.059, 7.302], [-0.059, -4.467, 6.544], [-0.911, -5.775, 5.469]]}

***

# 2
{"formula": "C18H50F3Li2O13", "method": "ωB97M-V/def2-TZVPD", "total_energy_ha": -2007.9655, "charge": 1, "elements": ["Li", "Li", "C", "O", "O", "C", "F", "F", "F", "C", "C", "H", "H", "H", "H", "H", "H", "C", "O", "C", "C", "O", "C", "H", "H", "H", "H", "H", "H", "H", "H", "H", "H", "C", "O", "C", "C", "O", "C", "H", "H", "H", "H", "H", "H", "H", "H", "H", "H", "C", "O", "C", "C", "O", "C", "H", "H", "H", "H", "H", "H", "H", "H", "H", "H", "O", "H", "H", "O", "H", "H", "O", "H", "H", "C", "O", "H", "H", "H", "H", "C", "O", "H", "H", "H", "H"], "xyz": [[15.482, -15.503, 17.873], [14.147, -18.810, 18.457], [11.702, -16.620, 21.891], [11.574, -18.040, 22.055], [12.573, -16.590, 20.750], [10.286, -15.805, 21.989], [10.450, -14.544, 21.666], [9.352, -16.264, 21.186], [9.819, -15.822, 23.211], [11.098, -18.562, 23.250], [10.774, -20.079, 22.962], [11.645, -20.733, 22.976], [10.091, -20.498, 23.701], [10.287, -20.100, 21.987], [10.211, -18.123, 23.707], [11.826, -18.619, 24.060], [12.225, -16.454, 22.832], [2.733, -13.213, 25.775], [3.575, -12.827, 24.621], [4.405, -11.692, 24.900], [5.068, -11.177, 23.634], [5.359, -9.809, 23.852], [6.045, -9.190, 22.803], [3.345, -13.642, 26.569], [1.949, -13.866, 25.393], [2.302, -12.316, 26.220], [5.163, -11.985, 25.625], [3.904, -10.885, 25.436], [4.391, -11.299, 22.788], [5.969, -11.751, 23.421], [6.170, -8.197, 23.234], [5.454, -9.100, 21.891], [6.969, -9.680, 22.496], [16.343, -14.694, 26.382], [15.019, -14.454, 26.081], [14.240, -13.811, 27.091], [13.314, -14.924, 27.672], [14.060, -15.779, 28.497], [13.263, -16.625, 29.197], [16.516, -14.931, 27.431], [16.975, -13.830, 26.181], [16.663, -15.570, 25.817], [13.614, -13.114, 26.534], [14.740, -13.159, 27.808], [12.807, -15.434, 26.853], [12.567, -14.450, 28.309], [12.502, -16.099, 29.773], [13.909, -17.128, 29.916], [12.914, -17.383, 28.496], [7.165, -18.722, 27.583], [6.551, -18.950, 26.384], [5.859, -17.889, 25.913], [5.323, -18.447, 24.573], [4.548, -19.617, 24.617], [5.093, -20.740, 23.916], [6.482, -18.848, 28.423], [7.626, -17.741, 27.693], [8.063, -19.268, 27.871], [6.476, -17.004, 25.754], [4.999, -17.593, 26.513], [6.228, -18.643, 23.998], [4.715, -17.670, 24.110], [5.448, -20.548, 22.903], [4.318, -21.504, 23.971], [5.898, -21.217, 24.473], [15.802, -19.712, 22.808], [15.338, -18.891, 22.645], [16.315, -19.860, 22.014], [11.997, -20.901, 18.633], [11.461, -20.585, 19.359], [11.720, -21.809, 18.507], [16.895, -13.195, 21.315], [16.400, -13.707, 21.954], [17.261, -13.846, 20.717], [9.875, -16.281, 15.181], [9.909, -17.657, 14.845], [10.608, -16.054, 15.955], [9.976, -15.619, 14.320], [8.928, -16.080, 15.681], [9.019, -17.971, 14.673], [14.544, -22.697, 27.434], [14.937, -23.677, 28.424], [14.362, -21.783, 27.999], [15.234, -22.553, 26.603], [13.634, -22.975, 26.901], [15.665, -24.105, 27.968]]}

***

# 3
{"formula": "C18H51F3N4O7", "method": "ωB97M-V/def2-TZVPD", "multiplicity": 2, "total_energy_ha": -1761.4762, "charge": -1, "elements": ["N", "H", "H", "H", "H", "C", "O", "O", "C", "F", "F", "F", "C", "C", "H", "H", "H", "H", "H", "H", "C", "O", "H", "H", "H", "H", "C", "O", "H", "H", "H", "H", "C", "C", "C", "O", "C", "N", "H", "H", "H", "H", "H", "H", "H", "H", "H", "H", "H", "C", "C", "C", "O", "C", "N", "H", "H", "H", "H", "H", "H", "H", "H", "H", "H", "H", "C", "C", "C", "O", "C", "N", "H", "H", "H", "H", "H", "H", "H", "H", "H", "H", "H"], "xyz": [[-0.002, 0.136, 0.495], [0.859, 0.404, 0.951], [-0.612, 0.074, 1.297], [-0.011, -0.802, 0.119], [-0.307, 0.807, -0.196], [-2.141, -0.502, 3.148], [-1.292, -1.473, 2.514], [-2.329, 0.354, 2.082], [-3.342, -1.235, 3.980], [-2.948, -2.284, 4.711], [-3.932, -0.338, 4.759], [-4.156, -1.772, 3.044], [-0.113, -1.886, 3.222], [0.564, -2.976, 2.257], [-0.224, -3.649, 1.919], [1.052, -2.434, 1.447], [1.344, -3.504, 2.806], [-0.403, -2.513, 4.066], [0.541, -1.041, 3.438], [-1.511, 0.054, 3.842], [-0.410, 3.081, -1.968], [-1.002, 2.009, -1.275], [-0.814, 3.145, -2.978], [-0.638, 4.019, -1.462], [0.668, 2.922, -1.981], [-1.886, 2.382, -1.234], [-0.196, -3.259, -1.068], [-0.367, -1.858, -1.080], [-0.518, -3.657, -2.031], [0.839, -3.484, -0.808], [-0.659, -3.751, -0.213], [-1.308, -1.674, -1.038], [-3.256, -1.037, -2.708], [-3.480, -0.530, -1.275], [-4.984, -0.270, -0.896], [-5.739, -1.416, -0.644], [-7.084, -1.158, -0.402], [-2.970, -1.549, -0.349], [-4.111, -1.593, -3.092], [-2.401, -1.712, -2.740], [-3.089, -0.204, -3.391], [-2.832, 0.339, -1.161], [-5.461, 0.390, -1.620], [-4.829, 0.237, 0.056], [-7.669, -2.074, -0.328], [-7.449, -0.764, -1.350], [-7.200, -0.519, 0.474], [-3.868, -2.009, -0.306], [-2.826, -1.194, 0.585], [3.293, -1.747, -3.115], [2.637, -0.492, -2.639], [3.344, 0.816, -2.926], [4.706, 0.731, -2.476], [5.339, 1.947, -2.791], [1.236, -0.401, -3.037], [4.349, -1.739, -2.842], [3.153, -1.885, -4.188], [2.703, -2.558, -2.689], [2.654, -0.456, -1.550], [2.876, 1.737, -2.579], [3.309, 0.920, -4.010], [6.249, 1.958, -2.191], [4.835, 2.905, -2.663], [5.397, 2.053, -3.874], [0.816, -1.278, -2.763], [0.781, 0.258, -2.421], [4.620, 1.493, 1.446], [3.223, 1.867, 2.013], [2.525, 3.043, 1.327], [1.115, 3.185, 1.606], [0.885, 3.186, 3.010], [2.564, 0.560, 1.921], [5.208, 2.403, 1.561], [4.578, 1.435, 0.359], [5.140, 0.714, 2.004], [3.481, 2.185, 3.023], [2.587, 2.875, 0.251], [3.109, 3.927, 1.581], [1.304, 4.093, 3.447], [1.241, 2.264, 3.470], [-0.190, 3.233, 3.184], [3.204, -0.206, 2.075], [2.230, 0.740, 2.857]]}

***

# 4
{"formula": "C18H51FNO6S", "method": "ωB97M-V/def2-TZVPD", "total_energy_ha": -1720.3112, "charge": 1, "elements": ["N", "S", "F", "H", "H", "H", "C", "C", "C", "O", "H", "H", "H", "H", "H", "H", "H", "H", "C", "C", "C", "O", "H", "H", "H", "H", "H", "H", "H", "H", "C", "C", "C", "O", "H", "H", "H", "H", "H", "H", "H", "H", "C", "C", "C", "O", "H", "H", "H", "H", "H", "H", "H", "H", "C", "C", "C", "O", "H", "H", "H", "H", "H", "H", "H", "H", "C", "C", "C", "O", "H", "H", "H", "H", "H", "H", "H", "H"], "xyz": [[3.109, 0.556, -3.143], [1.663, -0.084, -2.741], [0.661, 0.883, -3.383], [3.336, 0.323, -4.110], [3.777, 0.047, -2.548], [1.579, -1.244, -3.451], [2.439, 2.560, 0.757], [3.771, 1.833, 0.840], [4.828, 2.677, 1.527], [4.217, 1.474, -0.484], [2.539, 3.482, 0.176], [1.689, 1.940, 0.260], [2.068, 2.817, 1.748], [3.642, 0.898, 1.383], [5.003, 3.602, 0.970], [5.774, 2.139, 1.575], [4.523, 2.936, 2.540], [4.340, 2.293, -0.976], [-2.549, 2.743, -6.002], [-2.022, 1.674, -6.945], [-2.525, 0.292, -6.556], [-0.590, 1.692, -6.960], [-2.206, 2.551, -4.979], [-2.179, 3.726, -6.292], [-3.638, 2.768, -5.998], [-2.332, 1.901, -7.965], [-2.182, 0.033, -5.548], [-2.138, -0.463, -7.240], [-3.613, 0.246, -6.567], [-0.301, 1.498, -6.065], [-3.045, 0.465, -1.692], [-3.104, 1.632, -0.720], [-3.767, 2.849, -1.345], [-1.784, 1.972, -0.279], [-2.451, 0.729, -2.575], [-2.566, -0.397, -1.225], [-4.041, 0.170, -2.026], [-3.655, 1.333, 0.171], [-3.199, 3.188, -2.217], [-3.797, 3.673, -0.633], [-4.785, 2.626, -1.663], [-1.291, 2.258, -1.054], [-6.965, -3.998, -2.226], [-6.227, -2.697, -1.952], [-6.721, -2.030, -0.677], [-6.377, -1.800, -3.056], [-8.034, -3.808, -2.356], [-6.600, -4.457, -3.144], [-6.839, -4.707, -1.407], [-5.158, -2.895, -1.869], [-7.782, -1.779, -0.756], [-6.182, -1.097, -0.504], [-6.585, -2.678, 0.189], [-7.315, -1.608, -3.151], [1.015, 0.413, 4.241], [1.666, -0.537, 3.246], [1.261, -1.980, 3.509], [3.085, -0.408, 3.300], [1.334, 0.171, 5.257], [1.316, 1.442, 4.041], [-0.073, 0.353, 4.195], [1.375, -0.255, 2.231], [1.586, -2.288, 4.504], [1.736, -2.648, 2.789], [0.179, -2.107, 3.443], [3.367, -0.651, 4.192], [5.658, -3.281, 5.723], [5.599, -1.799, 6.056], [6.231, -1.502, 7.405], [4.239, -1.345, 6.041], [5.108, -3.861, 6.469], [5.198, -3.474, 4.753], [6.686, -3.640, 5.698], [6.111, -1.230, 5.280], [5.698, -2.030, 8.200], [6.178, -0.437, 7.627], [7.276, -1.811, 7.428], [3.758, -1.829, 6.719]]}

***

# 5
{"formula": "C18H51NO8S8", "method": "ωB97M-V/def2-TZVPD", "total_energy_ha": -4558.3310, "elements": ["C", "S", "O", "C", "H", "H", "H", "H", "H", "H", "C", "S", "O", "C", "H", "H", "H", "H", "H", "H", "C", "S", "O", "C", "H", "H", "H", "H", "H", "H", "C", "S", "O", "C", "H", "H", "H", "H", "H", "H", "C", "S", "O", "C", "H", "H", "H", "H", "H", "H", "C", "S", "O", "C", "H", "H", "H", "H", "H", "H", "C", "S", "O", "C", "H", "H", "H", "H", "H", "H", "C", "S", "O", "C", "H", "H", "H", "H", "H", "H", "C", "C", "N", "H", "H", "H"], "xyz": [[0.355, 2.422, -5.865], [0.529, 0.654, -5.724], [1.961, 0.350, -5.510], [-0.277, 0.496, -4.120], [-0.703, 2.673, -5.857], [0.882, 2.703, -6.772], [0.837, 2.915, -5.016], [-0.178, -0.556, -3.867], [-1.334, 0.715, -4.294], [0.143, 1.170, -3.376], [-2.760, -3.857, 1.294], [-2.124, -4.507, 2.829], [-3.201, -5.302, 3.437], [-0.907, -5.619, 2.149], [-3.233, -4.673, 0.737], [-2.019, -3.385, 0.652], [-3.563, -3.169, 1.560], [-0.159, -5.021, 1.629], [-1.378, -6.425, 1.596], [-0.399, -6.012, 3.033], [-4.445, -0.899, -1.953], [-4.648, -2.412, -2.887], [-5.978, -2.339, -3.524], [-3.418, -2.026, -4.122], [-4.605, -0.032, -2.591], [-3.488, -0.918, -1.435], [-5.241, -0.914, -1.206], [-2.439, -1.941, -3.635], [-3.613, -1.093, -4.649], [-3.338, -2.859, -4.820], [1.223, 5.289, -0.762], [1.298, 4.011, -2.014], [0.358, 2.917, -1.630], [2.915, 3.441, -1.570], [0.527, 6.073, -1.061], [2.192, 5.777, -0.642], [0.949, 4.921, 0.228], [3.642, 4.247, -1.500], [3.259, 2.630, -2.204], [2.853, 2.996, -0.576], [3.441, -0.544, -3.047], [4.278, -0.346, -1.486], [3.370, 0.531, -0.707], [3.993, -1.998, -0.854], [3.229, 0.459, -3.413], [2.495, -1.077, -2.998], [4.127, -1.005, -3.759], [2.971, -2.074, -0.479], [4.658, -2.179, -0.006], [4.170, -2.796, -1.577], [2.189, 3.558, 4.323], [2.098, 3.906, 2.572], [3.466, 4.133, 2.077], [1.665, 2.214, 2.139], [1.187, 3.310, 4.673], [2.673, 4.405, 4.805], [2.816, 2.687, 4.519], [2.271, 1.553, 2.760], [2.008, 2.035, 1.117], [0.600, 1.991, 2.177], [-3.947, 2.090, 1.829], [-3.587, 0.376, 1.570], [-2.555, 0.274, 0.524], [-2.768, 0.099, 3.138], [-3.083, 2.656, 2.190], [-4.721, 2.194, 2.593], [-4.294, 2.517, 0.892], [-1.852, 0.687, 3.069], [-2.556, -0.962, 3.256], [-3.379, 0.395, 3.989], [2.387, -2.711, 3.542], [1.817, -1.892, 5.024], [2.494, -0.576, 5.007], [0.139, -1.572, 4.503], [2.418, -1.934, 2.770], [1.755, -3.483, 3.101], [3.391, -3.090, 3.718], [-0.540, -2.354, 4.841], [0.024, -1.270, 3.463], [-0.136, -0.686, 5.089], [0.051, 0.093, -0.734], [0.338, -1.112, 0.013], [0.564, -2.068, 0.610], [-0.096, 0.947, -0.096], [-0.893, -0.076, -1.253], [0.852, 0.255, -1.448]]}